Here is C10H22Br2ClNO3P2Sn as an isolated structure from the Open Molecules 2025 dataset. Energies are from ωB97M-V/def2-TZVPD.

Values from the calculation:
* LUMO: -0.3918 hartree
* molecular weight: 580.210 g/mol
* frontier orbital gap: 3.555 eV
* net charge: +2
* E: -195356.5676 eV

Geometry as XYZ:
```
42
Properties=species:S:1:pos:R:3:forces:R:3:nbo_charge:R:1
C 2.806022 -0.460471 2.506413 0.1 0.2 0.1 -0.65
C 1.947054 0.254756 1.483650 0.2 -0.2 -0.6 0.29
C 1.464226 1.715195 1.937393 -0.5 0.6 0.4 -0.65
N 1.604855 -0.145381 0.382582 0.2 0.0 1.0 -0.42
P -0.223020 -0.322383 -0.564524 -2.0 -0.2 -1.1 1.39
C -0.278033 -1.988988 0.138773 0.7 -0.1 0.4 -0.77
C -0.859747 -2.134731 1.568049 0.0 -0.3 -0.2 -0.15
C -1.980159 -3.152433 1.618959 -0.2 0.2 -0.1 -0.63
Cl -1.425952 -0.566480 2.273511 0.0 0.0 0.1 -0.08
C 0.516371 -0.113902 -2.198864 0.6 0.4 0.4 -1.19
P 2.146225 0.622921 -2.432140 0.1 0.1 -0.1 2.37
O 3.307184 -0.216930 -2.152716 0.0 -0.1 0.1 -1.07
O 2.027033 1.146709 -3.921913 0.0 0.0 0.1 -0.98
O 2.159513 1.996369 -1.557592 -0.1 -0.2 0.0 -1.00
C -2.035889 -0.296035 -1.173165 0.2 0.1 0.1 -0.61
Br -2.305232 -1.578002 -2.594621 0.0 -0.1 -0.1 0.09
C -2.433697 1.175571 -1.450491 0.1 0.0 0.2 -0.30
C -3.269623 1.715306 -0.294294 0.0 0.1 0.0 -0.62
Br -3.336310 1.521369 -3.122763 0.0 0.0 -0.1 0.08
H 3.380520 -1.247514 2.027844 -0.1 -0.1 0.0 0.27
H 3.480819 0.234311 3.007772 0.0 0.0 0.0 0.23
H 2.137898 -0.875900 3.265497 0.0 0.0 0.0 0.26
H 0.497736 1.954091 1.498989 -0.1 0.0 0.0 0.26
H 2.167593 2.434184 1.494812 0.4 -0.5 -0.4 0.06
H 1.443469 1.820730 3.025288 0.1 -0.1 0.0 0.26
H -0.516532 0.852878 0.126346 0.6 0.0 0.2 0.02
H 0.746530 -2.360679 0.177578 0.0 0.0 -0.2 0.28
H -0.822399 -2.596377 -0.584727 -0.2 0.1 0.0 0.29
H -0.055331 -2.454570 2.224343 0.0 0.1 0.1 0.23
H -1.632402 -4.094182 1.192787 0.0 0.0 0.1 0.24
H -2.316184 -3.308847 2.641521 0.1 -0.1 0.0 0.25
H -2.838768 -2.812985 1.036426 0.0 0.0 0.0 0.22
H -0.193376 0.454319 -2.801321 -0.1 -0.2 -0.1 0.31
H 0.631076 -1.112987 -2.628041 -0.2 0.0 -0.1 0.33
H 2.655028 0.709901 -4.513529 0.0 0.0 -0.1 0.54
H 3.108292 2.174385 -1.478650 0.1 0.2 0.0 0.50
H -2.662941 -0.671341 -0.365849 0.1 0.0 0.1 0.25
H -1.520253 1.775974 -1.519982 -0.1 0.0 -0.1 0.19
H -4.103506 1.050076 -0.071432 0.0 0.0 0.0 0.23
H -2.657916 1.811653 0.608949 0.0 -0.1 0.0 0.20
H -3.667576 2.698482 -0.535564 0.0 0.0 0.0 0.25
Sn 2.907400 4.391940 1.724693 -0.2 0.1 0.1 1.25
```
Forces are in eV/Å.

Here is a 8-piece molecular cluster, C8H32O8 overall from the Open Molecules 2025 dataset. Energies are from ωB97M-V/def2-TZVPD.

Values from the calculation:
* LUMO (spin up / spin down): -0.0962 / -0.3548 hartree
* molecular weight: 256.336 g/mol
* 2S+1: 2
* frontier orbital gap (spin up / spin down): 9.789 / 2.751 eV
* net charge: +1
* E: -25180.9931 eV

Geometry as XYZ:
```
48
Properties=species:S:1:pos:R:3:forces:R:3:nbo_charge:R:1
C 28.984023 -0.081274 -12.918925 0.2 -1.1 0.4 -0.25
O 29.429519 1.174719 -13.328021 -0.2 0.8 -0.7 -0.72
H 29.729106 -0.474198 -12.227148 -0.3 -0.4 0.4 0.17
H 28.003594 -0.034224 -12.444951 0.1 0.3 0.1 0.16
H 28.893754 -0.799887 -13.733511 0.0 0.0 -0.2 0.17
H 30.127165 0.993737 -13.962155 0.1 0.4 -0.1 0.47
C 25.084220 -0.506655 -11.042847 -1.4 1.1 0.7 -0.24
O 24.401690 -1.317206 -10.095168 0.3 -0.6 -0.1 -0.71
H 24.286959 0.064743 -11.518227 0.2 0.0 -1.0 0.14
H 25.610722 0.277536 -10.498852 0.9 -0.2 -0.1 0.16
H 25.680368 -1.058839 -11.769340 -0.1 -0.1 0.3 0.20
H 23.565867 -0.879808 -9.917184 0.0 -0.2 0.1 0.46
C 22.057656 4.105463 -12.163010 -1.8 -0.4 0.2 -0.33
O 21.723703 3.095328 -13.115620 -0.4 1.7 1.2 -0.26
H 22.645987 3.781996 -11.304326 0.5 -0.6 -0.1 0.28
H 22.643294 4.893559 -12.636311 0.2 0.3 -0.4 0.28
H 21.100957 4.480976 -11.799926 0.2 0.3 -0.2 0.24
H 22.544112 2.644503 -13.328404 1.9 -1.5 -0.7 0.51
C 25.306269 2.477146 -13.244450 1.1 0.5 0.7 -0.27
O 24.177426 2.278196 -14.041117 -1.5 -0.5 0.2 -0.70
H 26.030818 1.664432 -13.295626 -0.2 -0.3 -0.3 0.22
H 25.799951 3.389587 -13.578851 0.2 0.0 0.3 0.20
H 25.015049 2.559276 -12.197291 0.0 0.1 0.2 0.19
H 24.145808 3.034095 -14.632061 0.1 0.6 -1.0 0.52
C 24.842765 4.049334 -8.212685 -1.4 0.1 0.4 -0.25
O 24.756940 4.290313 -9.599581 0.2 -0.2 -1.0 -0.75
H 24.941258 2.996728 -7.947331 0.8 -0.1 -0.2 0.17
H 25.539180 4.736035 -7.731495 0.0 -0.3 0.2 0.19
H 23.824387 4.248751 -7.879170 0.1 0.4 0.4 0.18
H 25.640599 4.331245 -9.972503 0.1 0.0 0.0 0.47
C 23.625517 5.636511 -15.823540 0.0 0.4 -1.7 -0.25
O 24.560514 4.642939 -15.516811 0.6 -1.2 1.7 -0.77
H 23.457062 5.516917 -16.893789 -0.8 0.3 0.0 0.19
H 22.704682 5.479337 -15.261895 0.1 -0.1 0.0 0.17
H 23.989251 6.655042 -15.687945 0.1 0.0 0.4 0.19
H 25.272506 4.534046 -16.151486 -0.2 0.4 -0.3 0.50
C 26.042869 1.006091 -16.544464 -1.0 0.5 0.3 -0.24
O 26.259517 -0.376769 -16.593090 0.5 0.0 -0.2 -0.70
H 26.327311 1.581681 -17.425311 0.6 -0.2 -0.2 0.17
H 24.969181 1.173207 -16.458681 -0.3 0.3 0.2 0.15
H 26.503130 1.427538 -15.650806 0.3 -0.2 -0.1 0.17
H 25.926923 -0.665714 -17.446026 0.1 -0.3 0.0 0.47
C 21.662990 2.382218 -16.804002 -0.8 -0.5 0.6 -0.24
O 21.766904 2.971158 -18.053948 0.5 0.4 -0.3 -0.67
H 20.640016 2.033243 -16.663192 -0.1 -0.6 0.1 0.18
H 22.374315 1.566409 -16.675321 0.0 0.1 -0.2 0.19
H 21.779616 3.085235 -15.979223 0.5 0.5 0.4 0.14
H 21.025836 3.577462 -18.123335 0.0 0.1 -0.4 0.47
```
Forces are in eV/Å.

Here is a 2-piece molecular cluster, C4H12O2 overall from the Open Molecules 2025 dataset. Energies are from ωB97M-V/def2-TZVPD.

Values from the calculation:
* LUMO: 0.0322 hartree
* molecular weight: 92.138 g/mol
* frontier orbital gap: 10.434 eV
* E: -8436.8470 eV

Geometry as XYZ:
```
18
Properties=species:S:1:pos:R:3:forces:R:3:nbo_charge:R:1
C 0.000000 0.000000 0.000000 0.7 0.3 1.0 -0.62
C -1.101459 0.327739 -0.938838 -1.6 -0.8 -0.9 -0.05
O -1.047077 1.581709 -1.549570 0.3 0.4 -0.8 -0.55
C -1.976888 1.804025 -2.624730 0.5 0.9 0.1 -0.06
C -1.961570 3.336362 -2.811113 -0.5 -0.1 0.3 -0.62
H 1.012355 0.094938 -0.427475 -0.5 0.0 0.0 0.21
H -0.156193 -1.048410 0.305033 0.2 0.4 0.0 0.21
H -0.065173 0.640423 0.895661 0.2 -0.3 -0.2 0.21
H -1.113729 -0.480191 -1.695495 -0.2 0.3 0.0 0.15
H -2.070567 0.303036 -0.404352 0.2 -0.4 0.0 0.15
H -1.692570 1.334497 -3.586057 0.2 -0.3 0.6 0.17
H -2.992657 1.449274 -2.364323 0.4 0.1 0.0 0.16
H -2.474372 3.662773 -3.731495 0.1 -0.2 0.3 0.20
H -0.935611 3.741296 -2.817511 -0.4 -0.4 0.0 0.23
H -2.498784 3.752858 -1.942470 0.3 0.1 -0.4 0.21
O 1.208855 4.938591 -5.563513 0.0 0.8 -0.9 -0.94
H 0.456691 5.128409 -6.168880 0.8 -0.2 0.6 0.47
H 1.927457 5.539504 -5.864777 -0.8 -0.6 0.3 0.47
```
Forces are in eV/Å.